C17H25BF4KNO11 | ωB97M-V/def2-TZVPD

Geometry as XYZ:
```
60
Properties=species:S:1:pos:R:3:lowdin_charge:R:1
K 27.96833 6.74589 -5.69381 0.833
C 26.80984 5.33151 -1.67556 -0.040
C 27.73585 5.29434 -2.68481 -0.448
C 27.89853 3.99501 -3.46784 -0.409
O 28.52578 3.94020 -4.59529 -0.126
C 27.24055 2.83153 -3.14189 -0.039
C 26.26318 2.81248 -2.02467 -0.389
C 26.01795 4.17700 -1.23017 -0.345
O 25.16234 4.08068 -0.31727 -0.064
O 25.58450 1.86740 -1.67012 -0.031
O 28.36068 6.37544 -2.85927 -0.135
H 26.74908 6.23061 -1.08031 0.083
H 27.33936 1.96193 -3.77469 0.087
B 27.74165 5.32070 -8.58019 -1.443
F 27.15306 4.73980 -7.49595 0.126
F 26.95184 5.14452 -9.70122 0.111
F 27.83188 6.64458 -8.37940 0.111
F 29.05328 4.83892 -8.74654 0.090
C 24.07447 8.56366 -2.94686 -0.036
C 23.27439 8.28442 -4.28815 -0.195
O 23.05731 6.86909 -4.53432 0.040
C 24.09028 6.14870 -4.95233 -0.569
O 25.16690 6.46504 -5.38776 0.092
O 23.63870 4.87153 -5.02801 -0.015
C 24.43219 3.71777 -5.46699 0.007
H 25.10027 8.20864 -3.04589 0.073
H 23.51791 7.85985 -2.32800 0.080
H 24.03406 9.59442 -2.59474 0.064
H 23.66855 8.81793 -5.15308 0.102
H 22.33602 8.83415 -4.21498 0.101
H 24.30684 2.93567 -4.71819 0.090
H 25.50155 3.92120 -5.52333 0.082
H 24.12184 3.33948 -6.44100 0.086
C 33.66601 4.92680 -7.61074 -0.067
C 32.58784 5.96733 -7.50092 -0.216
O 32.73845 6.78843 -6.37511 0.063
C 31.77934 7.49216 -5.86671 -0.592
O 30.59054 7.52854 -6.20637 0.068
O 32.34856 8.12420 -4.86531 0.026
C 31.53741 8.67158 -3.79347 -0.019
H 33.60934 4.12246 -8.34417 0.078
H 33.76780 4.38302 -6.67158 0.082
H 34.63622 5.36878 -7.83755 0.064
H 31.63491 5.44913 -7.60814 0.132
H 32.49811 6.66122 -8.33672 0.130
H 32.11786 9.03089 -2.94373 0.081
H 30.68346 8.13837 -3.37569 0.101
H 31.11518 9.65613 -3.99465 0.073
C 28.40478 10.70671 -5.99554 -0.285
O 27.97345 9.64419 -5.56352 -0.004
N 27.60929 11.78587 -6.33016 -0.200
C 26.19540 11.94203 -6.21332 -0.071
C 28.27677 13.03970 -6.74663 -0.062
H 29.47208 10.89221 -6.19213 0.138
H 26.10215 12.73486 -5.47115 0.087
H 25.66957 11.09118 -5.78012 0.085
H 25.64250 12.10761 -7.13797 0.091
H 28.46557 12.80461 -7.79409 0.090
H 27.66483 13.92780 -6.58887 0.078
H 29.19263 13.24031 -6.19071 0.079
```

Output
Largest force on an atom, eV/A: 4.040
2S+1: 1
Gap between HOMO and LUMO, eV: 3.756
Net charge: -2
E, Ha: -2569.708220
LUMO energy, eV: 3.360